Computed, not measured: a cluster of 2 separate species, C51H56N4O2 in total in a non-equilibrium geometry, with the ωB97M-V functional and the def2-TZVPD basis.

Geometry (Å):
C (-3.55234, 3.32908, -2.64299)
C (-3.36273, 3.10550, -1.14825)
C (-4.55650, 3.56307, -0.30937)
C (-2.03987, 3.73006, -0.70592)
C (-1.96902, 5.06209, -0.30961)
C (-0.73780, 5.62898, 0.03384)
C (0.43323, 4.88037, -0.06967)
C (0.38802, 3.55347, -0.49755)
C (1.70077, 2.77915, -0.67293)
C (2.40452, 2.61288, 0.66986)
C (2.60835, 3.41993, -1.73123)
C (-0.85862, 2.98162, -0.78711)
N (-0.92526, 1.60984, -1.22775)
N (-1.18526, 1.30126, -2.51494)
N (-1.20071, -0.05600, -2.55577)
C (-1.03488, -0.74981, -3.81265)
C (0.23299, -1.23933, -4.16414)
C (1.48288, -0.86141, -3.36602)
C (2.01007, 0.49444, -3.83738)
C (2.56110, -1.95141, -3.37855)
C (0.34975, -1.98115, -5.33753)
C (-0.74867, -2.16875, -6.17292)
C (-1.97907, -1.61538, -5.84099)
C (-2.14747, -0.92091, -4.64410)
C (-3.52370, -0.33151, -4.32548)
C (-4.65144, -1.35779, -4.51419)
C (-3.77640, 0.89684, -5.20657)
C (-0.95012, -0.59112, -1.29854)
C (-0.88874, -2.00542, -1.05901)
C (-0.03295, -2.56102, -0.06943)
C (-0.03329, -3.93558, 0.17635)
C (-0.84448, -4.78599, -0.58456)
C (-1.67096, -4.25965, -1.58883)
C (-1.71972, -2.88651, -1.79823)
C (-0.79428, 0.46548, -0.42253)
C (-0.56407, 0.48054, 0.94549)
H (-2.71555, 2.86652, -3.18291)
H (-4.49070, 2.87888, -2.98768)
H (-3.57469, 4.40249, -2.88317)
H (-3.26390, 2.02261, -0.99500)
H (-4.36054, 3.38748, 0.75420)
H (-4.77638, 4.62616, -0.45521)
H (-5.44477, 2.98740, -0.58788)
H (-2.88388, 5.66164, -0.27787)
H (-0.69180, 6.66979, 0.36194)
H (1.40450, 5.32378, 0.17142)
H (1.41453, 1.78584, -1.03719)
H (1.72906, 2.14464, 1.39720)
H (3.29741, 1.98490, 0.56418)
H (2.71073, 3.58588, 1.07814)
H (2.07966, 3.51557, -2.68909)
H (2.93904, 4.41990, -1.42001)
H (3.49687, 2.79802, -1.89508)
H (1.16520, -0.75012, -2.32238)
H (1.21605, 1.25266, -3.77983)
H (2.85442, 0.83052, -3.21970)
H (2.34500, 0.43408, -4.88348)
H (2.13244, -2.91873, -3.08317)
H (3.01879, -2.05429, -4.37173)
H (3.35734, -1.70434, -2.66182)
H (1.31795, -2.40019, -5.60825)
H (-0.64369, -2.73979, -7.09522)
H (-2.83768, -1.72638, -6.50408)
H (-3.50977, -0.02274, -3.27196)
H (-4.43851, -2.29109, -3.97766)
H (-5.59318, -0.94789, -4.12731)
H (-4.79185, -1.59434, -5.57700)
H (-2.94863, 1.61385, -5.13107)
H (-3.86557, 0.59112, -6.25806)
H (-4.70473, 1.40227, -4.90950)
H (0.61810, -1.88899, 0.48912)
H (0.59005, -4.34824, 0.97440)
H (-0.84140, -5.86174, -0.39936)
H (-2.29789, -4.91395, -2.19468)
H (-2.40145, -2.44877, -2.52892)
H (-0.71853, -0.46673, 1.46177)
H (-0.60964, 1.44967, 1.42833)
C (4.25684, -4.86324, 1.08696)
N (4.37631, -4.01411, 2.26022)
C (5.36790, -4.44852, 3.23218)
C (3.43758, -3.02947, 2.54667)
C (2.47737, -3.22406, 3.56828)
C (1.54904, -2.24641, 3.83911)
C (1.60752, -0.97762, 3.20701)
C (0.72990, 0.10002, 3.58479)
C (0.37211, 0.35806, 4.87030)
C (-0.50948, 1.50032, 5.25465)
O (-1.04586, 2.29930, 4.49626)
C (-0.56228, 1.48053, 6.74356)
C (0.25666, 0.45142, 7.22534)
C (0.42653, 0.21422, 8.57682)
C (-0.27074, 1.02284, 9.47826)
C (-1.09765, 2.06652, 9.00809)
C (-1.23096, 2.31277, 7.63425)
C (0.91416, -0.26851, 6.10890)
O (1.74136, -1.16170, 6.26018)
C (2.55948, -0.80134, 2.17425)
C (3.44587, -1.80404, 1.83998)
H (3.50917, -4.45973, 0.39395)
H (5.23769, -4.91462, 0.59324)
H (3.95429, -5.88150, 1.38322)
H (5.50314, -3.68371, 4.00423)
H (5.07537, -5.39596, 3.70771)
H (6.31969, -4.60702, 2.70710)
H (2.47900, -4.17393, 4.10977)
H (0.73655, -2.46462, 4.52833)
H (0.45222, 0.84749, 2.85785)
H (1.09063, -0.59190, 8.88370)
H (-0.16732, 0.84250, 10.54723)
H (-1.63523, 2.68785, 9.72669)
H (-1.83988, 3.12893, 7.25163)
H (2.57688, 0.15249, 1.64890)
H (4.20038, -1.64644, 1.06512)

Output
HOMO-LUMO gap: 5.51 eV
spin multiplicity: 1
energy above the lowest of the compared OMol25 structures with the same formula, charge and spin: 0.178 eV



Computed, not measured: a structure of composition C51H57N5O3PbS in a non-equilibrium geometry, with the ωB97M-V functional and the def2-TZVPD basis.

Geometry (Å):
Pb (-15.91451, -16.73522, -2.06733)
C (-15.86236, -14.05305, 6.19334)
C (-16.13258, -15.00031, 5.01976)
C (-15.74225, -16.37342, 5.13859)
C (-16.03970, -17.21843, 4.11863)
C (-16.79716, -16.81410, 2.98891)
C (-17.17198, -15.50491, 2.86132)
C (-16.80785, -14.56365, 3.87124)
S (-17.44045, -18.17994, 1.88362)
O (-18.67416, -18.61357, 2.51001)
O (-16.31816, -19.08682, 1.89976)
N (-17.55951, -17.66750, 0.45512)
C (-18.58158, -16.85199, 0.06265)
C (-19.81482, -16.62015, 0.69763)
C (-20.73537, -15.77159, 0.14389)
C (-20.43258, -15.14936, -1.07340)
C (-19.21559, -15.40326, -1.65521)
N (-18.32654, -16.21710, -1.08106)
H (-16.10035, -13.00507, 5.95059)
H (-14.80824, -13.99885, 6.44130)
H (-16.32965, -14.37249, 7.08625)
H (-15.41704, -16.80697, 6.08752)
H (-15.77250, -18.27105, 4.35929)
H (-17.90310, -15.17420, 2.10346)
H (-16.89589, -13.49459, 3.76041)
H (-20.01354, -17.23291, 1.54526)
H (-21.78169, -15.69884, 0.56154)
H (-21.19879, -14.50774, -1.49177)
H (-18.87002, -15.08607, -2.61353)
C (-17.04003, -13.18367, -0.11089)
C (-16.66894, -12.27263, -1.33249)
C (-17.78795, -12.16356, -2.31625)
C (-15.29451, -12.63631, -1.90373)
C (-14.13981, -11.91699, -1.51592)
C (-12.86821, -12.13052, -1.96490)
C (-12.72888, -13.17333, -2.83617)
C (-13.81685, -13.96870, -3.27087)
C (-13.61099, -15.08173, -4.31562)
C (-12.93549, -14.49883, -5.56363)
C (-12.79929, -16.19381, -3.62361)
C (-15.09831, -13.74039, -2.72742)
N (-16.11828, -14.62887, -3.14099)
C (-16.64986, -14.48726, -4.42031)
C (-17.52774, -15.36446, -4.98021)
N (-17.82079, -16.56718, -4.42677)
C (-18.09371, -17.69091, -5.23199)
C (-19.16256, -18.58454, -4.78929)
C (-19.40755, -19.73444, -5.50680)
C (-18.66810, -20.11511, -6.67027)
C (-17.72477, -19.20741, -7.10474)
C (-17.33617, -18.04108, -6.44300)
C (-15.94197, -17.44322, -6.58800)
C (-15.36019, -17.51291, -8.02648)
C (-14.95637, -18.03054, -5.51874)
C (-20.01323, -18.21123, -3.60164)
C (-19.63957, -18.94372, -2.33862)
C (-21.54582, -18.17940, -3.80386)
C (-18.04201, -14.82972, -6.28567)
C (-18.91676, -15.29286, -7.25635)
C (-19.25875, -14.34800, -8.25780)
C (-18.61569, -13.16478, -8.49063)
C (-17.67483, -12.69031, -7.50652)
C (-16.97096, -11.49355, -7.51191)
C (-16.22058, -11.16633, -6.43377)
C (-15.95046, -12.06965, -5.30213)
C (-16.51148, -13.24369, -5.32056)
C (-17.50274, -13.55365, -6.36935)
H (-18.17764, -13.02235, 0.18752)
H (-16.39060, -13.00746, 0.75194)
H (-16.98817, -14.24229, -0.41029)
H (-16.48997, -11.26033, -1.05840)
H (-18.16463, -13.07285, -2.80661)
H (-17.53304, -11.53262, -3.20655)
H (-18.63908, -11.70182, -1.75744)
H (-14.28264, -11.16912, -0.70941)
H (-11.93389, -11.63576, -1.46825)
H (-11.72250, -13.65696, -3.03632)
H (-14.59754, -15.44778, -4.42377)
H (-11.85546, -14.33509, -5.39317)
H (-13.40833, -13.61651, -5.97098)
H (-12.91566, -15.20570, -6.31480)
H (-11.75332, -15.92842, -3.65554)
H (-12.80966, -17.21757, -3.92539)
H (-13.04268, -16.25758, -2.54177)
H (-20.19295, -20.44595, -5.23149)
H (-18.79903, -21.06263, -7.30940)
H (-17.08145, -19.57931, -7.85909)
H (-16.03597, -16.33488, -6.37748)
H (-15.13422, -18.48898, -8.31315)
H (-14.47885, -16.88745, -8.06437)
H (-16.04621, -17.12612, -8.75384)
H (-14.90397, -19.12172, -5.55283)
H (-15.30914, -17.75131, -4.54795)
H (-13.99883, -17.60068, -5.83617)
H (-19.74890, -17.17005, -3.47957)
H (-19.85573, -20.04272, -2.41200)
H (-20.18712, -18.64233, -1.47528)
H (-18.54298, -18.84526, -2.07790)
H (-21.88748, -19.20049, -3.91183)
H (-21.80789, -17.64191, -4.68783)
H (-22.14990, -17.77782, -3.01314)
H (-19.45073, -16.24787, -7.24612)
H (-19.84971, -14.69156, -9.06164)
H (-18.90824, -12.50290, -9.31983)
H (-17.02807, -10.75576, -8.33092)
H (-15.75832, -10.21256, -6.41784)
H (-15.21272, -11.72021, -4.60740)
N (-14.27583, -19.24901, -0.11509)
C (-13.65805, -18.06716, -0.15446)
O (-12.76009, -17.79218, -0.92013)
C (-14.42224, -16.93286, 0.62583)
C (-14.79750, -15.74225, -0.28306)
H (-13.88898, -20.05895, -0.58148)
H (-15.02772, -19.44234, 0.46105)
H (-13.71276, -16.55020, 1.42362)
H (-15.26953, -17.39075, 1.05755)
H (-13.85229, -15.27721, -0.64281)
H (-15.33502, -14.97092, 0.22390)

Output
HOMO-LUMO gap: 4.31 eV
net charge: -2
spin multiplicity: 1



Computed, not measured: a structure of composition C51H58AsAuN9 in a non-equilibrium geometry, with the ωB97M-V functional and the def2-TZVPD basis.

Geometry (Å):
Au (0.56788, 1.63193, -1.10222)
C (3.55205, 1.16433, -0.13216)
N (3.03974, 1.95322, -1.26613)
C (3.69905, 1.52968, -2.50218)
C (3.22023, 3.36757, -0.99849)
C (4.49706, 3.88535, -0.83909)
C (4.69873, 5.18844, -0.42064)
C (3.59370, 5.96281, -0.09504)
C (2.31803, 5.47055, -0.27876)
C (2.08942, 4.19474, -0.83478)
N (0.84522, 3.71357, -1.18804)
C (-0.25754, 4.51612, -1.42179)
C (-0.18651, 5.85530, -1.85929)
C (-1.32297, 6.61913, -2.03347)
C (-2.58195, 6.08220, -1.79984)
C (-2.67772, 4.73914, -1.48702)
C (-1.54220, 3.95799, -1.32830)
N (-1.67007, 2.52355, -1.15536)
C (-2.34323, 1.94245, -2.32606)
C (-2.33006, 2.13621, 0.09419)
H (4.64055, 1.24788, -0.04382)
H (3.29667, 0.11275, -0.27897)
H (3.09669, 1.52168, 0.78742)
H (4.78669, 1.64307, -2.44381)
H (3.33144, 2.12278, -3.33776)
H (3.47963, 0.47890, -2.68699)
H (5.35979, 3.25201, -1.00863)
H (5.70140, 5.57550, -0.30306)
H (3.72972, 6.95637, 0.31237)
H (1.47020, 6.06833, 0.02144)
H (0.77889, 6.27740, -2.09130)
H (-1.22589, 7.64679, -2.35929)
H (-3.47204, 6.68905, -1.89138)
H (-3.65603, 4.28539, -1.37571)
H (-3.40028, 2.22553, -2.36465)
H (-2.27746, 0.85952, -2.28055)
H (-1.85439, 2.29606, -3.23295)
H (-3.41086, 2.31551, 0.05369)
H (-1.90381, 2.69821, 0.92288)
H (-2.15842, 1.07612, 0.26660)
C (1.42569, -6.76472, 2.05475)
C (0.97542, -5.57097, 1.26226)
C (-0.27925, -5.51855, 0.67477)
C (-0.73626, -4.40702, -0.02790)
C (-2.08664, -4.54334, -0.68884)
C (0.09688, -3.27516, -0.13353)
As (-0.61829, -1.43539, -0.33869)
N (0.14537, -0.40991, -1.69199)
C (0.79643, -0.81904, -2.81830)
C (1.21305, -2.15235, -3.05807)
C (1.80936, -2.50482, -4.24709)
C (1.99401, -1.56370, -5.25851)
C (1.56570, -0.25409, -5.06097)
C (0.99337, 0.11808, -3.86615)
C (-2.51016, -1.52904, -0.91647)
C (-3.44144, -1.21534, 0.08138)
C (-3.08593, -1.17350, 1.55133)
C (-4.76511, -0.97648, -0.27017)
C (-5.19842, -1.05981, -1.58604)
C (-6.61943, -0.75643, -1.96731)
C (-4.28248, -1.47470, -2.54490)
C (-2.95118, -1.71712, -2.23434)
C (-2.06520, -2.25045, -3.32450)
C (1.40030, -3.34790, 0.39895)
C (2.41682, -2.24309, 0.23085)
C (1.81896, -4.48614, 1.07044)
H (0.58958, -7.42421, 2.28183)
H (1.89071, -6.45223, 2.99027)
H (2.16688, -7.33791, 1.49441)
H (-0.93507, -6.37864, 0.75693)
H (-2.32027, -5.60015, -0.81153)
H (-2.10314, -4.08213, -1.67187)
H (-2.88610, -4.10000, -0.09346)
H (1.06585, -2.90513, -2.29709)
H (2.12718, -3.52919, -4.39147)
H (2.45996, -1.85210, -6.19097)
H (1.68141, 0.47974, -5.84790)
H (0.63971, 1.13196, -3.71844)
H (-2.15117, -1.69374, 1.76023)
H (-3.87567, -1.65479, 2.12856)
H (-2.99446, -0.14646, 1.91441)
H (-5.47547, -0.73147, 0.51253)
H (-7.18469, -0.37375, -1.11944)
H (-7.11939, -1.65391, -2.33539)
H (-6.64880, -0.01598, -2.76756)
H (-4.61495, -1.63557, -3.56559)
H (-2.61263, -2.98193, -3.91973)
H (-1.18755, -2.74299, -2.91745)
H (-1.73098, -1.45997, -4.00166)
H (1.97859, -1.33022, -0.16650)
H (3.19089, -2.56775, -0.46844)
H (2.90757, -2.01607, 1.17794)
H (2.82943, -4.51808, 1.46609)
C (1.35588, -0.11408, 2.26085)
C (0.89040, 1.28198, 2.45913)
N (0.78920, 2.14975, 1.46883)
C (0.45485, 3.35559, 2.03204)
C (0.32397, 3.20925, 3.37529)
N (0.59521, 1.88422, 3.64621)
C (0.48686, 1.32852, 4.99651)
N (1.13918, 0.07217, 5.16020)
N (2.48748, 0.00723, 5.30679)
N (2.84823, -1.21071, 5.33083)
C (1.73607, -2.01599, 5.19365)
C (1.60553, -3.40355, 5.12567)
C (0.33849, -3.90861, 4.94243)
C (-0.78286, -3.06651, 4.83646)
C (-0.67312, -1.69404, 4.90816)
C (0.61217, -1.18685, 5.08701)
H (1.54113, -0.22544, 1.20034)
H (0.61662, -0.85625, 2.55612)
H (2.28774, -0.30646, 2.79581)
H (0.33282, 4.24496, 1.43765)
H (0.06791, 3.91346, 4.14892)
H (-0.56501, 1.19754, 5.25004)
H (0.93121, 2.04665, 5.68361)
H (2.47310, -4.04404, 5.21240)
H (0.18618, -4.97845, 4.88363)
H (-1.76026, -3.51038, 4.69765)
H (-1.53933, -1.04948, 4.82303)

Output
⟨S²⟩: 2.04
HOMO-LUMO gap (spin up / spin down): 7.43 / 4.10 eV
net charge: +1
spin multiplicity: 3
energy above the lowest of the compared OMol25 structures with the same formula, charge and spin: 1.019 eV